No. 1
The following is a quantum chemistry calculation of a cluster of 10 separate species, C54H126F2O38P8 in total at a distorted geometry, from the OMol25 dataset.

Structure (XYZ):
```
228
Properties=species:S:1:pos:R:3:lowdin_charge:R:1
P -4.760 8.890 14.615 0.43
P -10.321 2.828 9.354 0.53
P -20.597 4.714 10.736 0.51
P -20.970 8.926 18.793 0.50
P -19.979 -3.311 20.964 0.55
P -22.143 16.246 6.349 0.47
P -35.393 3.332 9.143 0.51
P -23.258 8.325 -0.725 0.47
F -25.313 -6.455 9.830 0.10
F -29.617 7.315 16.288 0.07
O -8.728 2.615 9.699 -0.23
O -36.578 4.112 8.587 -0.27
O -27.410 9.394 15.659 0.07
O -19.606 5.851 11.400 -0.19
O -19.090 -4.213 19.897 -0.18
O -11.280 2.344 10.401 -0.24
O -21.031 -4.374 21.604 -0.17
O -10.459 2.091 7.939 -0.19
O -28.450 10.917 14.375 0.15
O -23.290 9.650 0.213 -0.19
O -21.792 9.251 19.980 -0.23
O -29.361 8.885 14.690 0.18
O -24.377 8.799 -1.829 -0.21
O -10.387 4.440 8.955 -0.20
O -20.841 16.594 7.015 -0.25
O -34.884 3.856 10.584 -0.19
O -20.072 4.142 9.470 -0.24
O -23.562 -2.710 8.198 0.17
O -20.500 7.368 18.638 -0.18
O -22.017 5.472 10.602 -0.18
O -34.052 3.396 8.202 -0.18
O -23.919 7.079 0.078 -0.18
O -23.505 16.881 6.934 -0.19
O -6.327 8.550 14.831 -0.20
O -19.577 9.786 18.664 -0.21
O -4.515 10.137 15.506 -0.16
O -21.922 8.117 -1.270 -0.22
O -21.650 9.275 17.354 -0.22
O -18.998 -2.869 22.233 -0.18
O -4.079 7.559 15.284 -0.17
O -4.429 9.131 13.199 -0.23
O -35.678 1.777 9.432 -0.20
O -24.193 -4.849 8.809 0.14
O -20.832 3.649 11.958 -0.19
O -22.392 14.657 6.213 -0.20
O -24.822 -3.145 10.089 0.01
O -22.131 16.662 4.800 -0.18
O -20.623 -2.176 20.266 -0.25
C -21.467 5.261 17.785 -0.07
C -23.909 9.658 -2.892 -0.27
C -24.517 -5.426 10.064 -0.31
C -9.620 4.837 7.809 -0.27
C -21.379 6.302 18.903 -0.30
C -18.174 -0.750 21.468 -0.08
C -25.122 10.157 -3.665 -0.07
C -22.967 17.742 4.428 -0.28
C -23.735 16.934 8.291 -0.29
C -18.611 11.900 17.928 -0.06
C -24.486 10.103 0.768 -0.30
C -24.132 -3.520 8.887 -0.47
C -24.385 5.673 10.404 -0.06
C -8.853 8.628 14.656 -0.05
C -31.834 2.583 7.521 -0.07
C -10.646 5.200 6.687 -0.06
C -22.213 -3.835 22.211 -0.29
C -23.179 4.755 10.375 -0.31
C -23.472 18.350 8.835 -0.07
C -8.191 3.076 10.910 -0.25
C -36.936 -0.158 10.026 -0.07
C -23.176 6.457 1.123 -0.28
C -7.561 1.737 11.528 -0.05
C -27.525 8.015 15.796 -0.09
C -2.731 6.369 13.797 -0.08
C -34.772 5.316 12.427 -0.07
C -36.971 1.360 9.882 -0.25
C -12.348 0.583 7.768 -0.07
C -21.052 9.011 16.060 -0.26
C -17.624 -4.358 18.021 -0.09
C -20.693 2.237 11.570 -0.26
C -19.611 11.206 18.896 -0.26
C -18.876 -3.724 18.569 -0.29
C -24.676 11.615 0.543 -0.05
C -34.630 5.201 10.887 -0.29
C -28.864 7.687 15.216 -0.30
C -21.365 10.247 15.248 -0.07
C -7.437 9.066 14.101 -0.24
C -18.229 5.501 11.515 -0.29
C -21.067 12.666 6.626 -0.05
C -33.106 2.301 8.246 -0.30
C -22.328 18.488 3.235 -0.05
C -22.914 -4.988 22.942 -0.08
C -28.450 9.808 14.866 -0.55
C -4.777 11.499 15.058 -0.26
C -11.713 1.928 7.314 -0.27
C -23.962 5.555 2.119 -0.05
C -17.845 -2.133 21.984 -0.32
C -21.294 13.902 5.640 -0.24
C -25.302 -4.290 10.757 -0.08
C -5.000 12.332 16.244 -0.08
C -17.578 6.271 10.419 -0.09
C -2.746 7.286 15.016 -0.30
C -21.092 1.335 12.747 -0.08
H -31.173 1.718 7.568 0.08
H -23.245 9.104 -3.556 0.12
H -22.872 18.426 5.272 0.10
H -24.827 11.804 -0.520 0.07
H -24.488 6.173 11.367 0.08
H -23.641 -5.805 10.590 0.17
H -22.337 5.953 0.643 0.12
H -34.033 4.627 12.835 0.07
H -5.489 13.198 15.798 0.09
H -9.039 5.750 7.950 0.11
H -17.797 5.811 12.466 0.12
H -17.273 -2.024 22.905 0.12
H -22.973 -3.557 21.481 0.11
H -24.091 19.161 8.453 0.08
H -24.881 6.033 2.460 0.08
H -18.697 -2.649 18.528 0.10
H -13.255 0.453 7.176 0.07
H -23.184 16.217 8.900 0.12
H -11.421 5.823 7.133 0.08
H -7.475 3.874 10.711 0.12
H -4.122 12.504 16.866 0.09
H -18.360 -0.781 20.394 0.06
H -8.898 4.091 7.476 0.11
H -31.415 3.532 7.855 0.08
H -23.514 18.344 9.924 0.07
H -22.807 -5.935 22.413 0.08
H -24.898 10.969 -4.357 0.08
H -1.769 6.070 13.380 0.07
H -16.548 5.946 10.276 0.08
H -17.335 -0.054 21.439 0.08
H -17.595 11.607 18.195 0.07
H -20.886 11.100 15.728 0.07
H -22.512 -4.983 23.955 0.07
H -18.729 12.983 17.964 0.08
H -28.800 6.932 14.433 0.17
H -7.039 1.997 12.449 0.06
H -9.020 8.894 15.700 0.07
H -25.263 5.084 10.139 0.08
H -21.292 1.968 10.700 0.11
H -8.998 3.447 11.542 0.11
H -24.032 17.559 4.567 0.12
H -22.452 10.305 15.187 0.08
H -24.507 9.871 1.833 0.12
H -23.995 12.223 1.139 0.08
H -25.286 9.531 0.299 0.11
H -18.753 11.583 16.895 0.06
H -37.271 1.882 10.790 0.12
H -9.668 9.060 14.076 0.07
H -33.615 1.422 7.852 0.11
H -22.607 7.198 1.685 0.11
H -22.430 18.631 8.679 0.07
H -23.320 10.477 -2.479 0.11
H -25.639 9.327 -4.146 0.08
H -24.210 4.655 1.556 0.07
H -23.190 4.266 9.401 0.13
H -19.357 11.393 19.939 0.12
H -22.377 6.699 19.082 0.11
H -24.282 6.458 9.655 0.08
H -23.161 4.043 11.201 0.11
H -7.229 8.745 13.080 0.11
H -25.086 -4.244 11.824 0.13
H -25.868 10.602 -3.008 0.07
H -5.805 11.953 16.874 0.09
H -35.158 6.033 10.421 0.12
H -17.147 -2.704 21.371 0.11
H -36.141 -0.647 9.463 0.08
H -21.983 12.076 6.637 0.07
H -23.236 5.265 2.879 0.08
H -2.348 6.641 15.799 0.12
H -4.095 11.969 14.348 0.13
H -22.314 17.942 2.292 0.07
H -21.053 10.235 14.204 0.08
H -20.590 1.569 13.687 0.08
H -37.685 1.612 9.097 0.11
H -17.189 -3.950 17.109 0.08
H -25.654 11.921 0.914 0.07
H -11.101 4.274 6.337 0.05
H -35.804 5.173 12.749 0.08
H -20.346 14.422 5.504 0.11
H -26.375 -4.242 10.570 0.14
H -6.909 1.232 10.815 0.07
H -19.676 -3.908 17.852 0.12
H -17.987 6.074 9.428 0.08
H -11.723 -0.304 7.660 0.08
H -17.869 -5.364 17.682 0.07
H -17.697 7.344 10.563 0.08
H -19.685 1.900 11.330 0.11
H -12.401 2.756 7.483 0.12
H -8.347 1.011 11.738 0.07
H -20.598 11.632 18.711 0.11
H -2.133 8.186 14.977 0.12
H -34.555 6.340 12.728 0.07
H -3.154 6.785 12.883 0.07
H -5.698 11.501 14.475 0.10
H -27.503 7.735 16.850 0.15
H -20.512 4.759 17.629 0.08
H -26.613 7.748 15.261 0.15
H -3.282 5.468 14.067 0.08
H -22.840 19.441 3.101 0.07
H -18.016 4.446 11.340 0.11
H -22.198 4.505 18.071 0.08
H -22.209 -2.952 22.851 0.12
H -10.155 5.743 5.879 0.08
H -19.986 8.797 16.138 0.12
H -21.856 5.751 16.892 0.07
H -21.313 18.765 3.519 0.08
H -11.548 1.863 6.238 0.12
H -21.590 8.141 15.682 0.11
H -21.591 13.687 4.614 0.11
H -24.804 16.737 8.365 0.12
H -21.131 5.695 19.774 0.12
H -36.676 -0.405 11.055 0.07
H -32.915 2.066 9.292 0.11
H -19.042 -0.409 22.032 0.09
H -22.162 1.505 12.869 0.07
H -9.020 7.559 14.522 0.07
H -37.862 -0.679 9.784 0.08
H -21.100 0.262 12.557 0.08
H -12.636 0.501 8.816 0.07
H -7.287 10.146 14.125 0.09
H -20.890 13.048 7.631 0.07
H -32.089 2.631 6.463 0.08
H -16.814 -4.564 18.721 0.08
H -23.934 -4.679 23.170 0.08
H -33.593 5.418 10.631 0.11
H -20.191 12.098 6.313 0.07
```

Spin multiplicity ... 1
Gap between HOMO and LUMO ... 10.153 eV
Energy ... -215607.799 eV
Highest occupied orbital energy ... -10.12 eV
LUMO energy ... 0.0011 Ha
Energy above the lowest of the compared OMol25 structures with the same formula, charge and spin ... 0.000 eV
SMILES ... O=C1OC[C@@H](F)O1.O=C1OC[C@@H](F)O1.CCOP(=O)(OCC)OCC.CCOP(=O)(OCC)OCC.CCOP(=O)(OCC)OCC.CCOP(=O)(OCC)OCC.CCOP(=O)(OCC)OCC.CCOP(=O)(OCC)OCC.CCOP(=O)(OCC)OCC.CCOP(=O)(OCC)OCC

---

No. 2
The following is a quantum chemistry calculation of a cluster of 14 separate species, C84H70N14O28 in total at a distorted geometry, from the OMol25 dataset.

Structure (XYZ):
```
196
Properties=species:S:1:pos:R:3:lowdin_charge:R:1
O -5.408 0.967 7.219 0.06
O 10.390 -4.987 -8.778 0.06
O -2.948 12.012 -3.295 0.07
O 1.645 -1.913 1.158 0.06
O -9.757 -4.677 7.475 0.07
O 10.368 12.629 -0.761 0.07
O -9.474 -0.617 -2.766 0.04
O -9.556 6.497 -4.867 0.07
O -8.662 -5.386 9.168 0.08
O 1.652 3.010 -10.024 0.09
O 1.985 8.737 7.242 0.08
O 4.364 -8.086 8.493 0.06
O 12.120 -3.911 -7.982 0.05
O 1.237 -0.857 2.999 0.07
O 1.999 -6.981 -6.662 0.08
O -8.319 5.375 -6.233 0.09
O -2.047 -2.449 17.050 0.10
O 11.195 12.390 1.173 0.06
O 5.345 -9.880 8.873 0.09
O 11.568 -9.243 -2.266 0.09
O -0.364 2.725 -10.653 0.06
O 10.621 -10.796 -1.075 0.05
O 1.140 7.222 8.520 0.09
O -8.395 -1.217 -1.035 0.10
O 1.958 -6.535 -8.801 0.08
O -2.815 -0.527 16.558 0.09
O -1.642 10.699 -4.387 0.08
O -6.723 0.877 5.552 0.05
N 1.082 8.002 7.599 -0.37
N 10.876 -4.019 -8.194 -0.31
N -8.734 -5.128 7.992 -0.36
N 2.141 -7.263 -7.835 -0.35
N -2.627 11.373 -4.288 -0.36
N -8.448 -1.086 -2.223 -0.34
N 10.627 -9.720 -1.696 -0.35
N -6.537 1.076 6.762 -0.33
N -8.555 5.857 -5.157 -0.35
N 0.858 2.563 -10.794 -0.36
N -2.284 -1.556 16.280 -0.38
N 1.452 -0.887 1.796 -0.34
N 4.500 -9.289 8.282 -0.37
N 10.297 12.124 0.352 -0.34
C -5.330 12.359 -6.683 -0.06
C -5.158 -5.698 7.160 -0.08
C -5.140 -5.615 5.734 -0.06
C -1.479 -0.419 14.208 0.01
C 7.838 -7.375 -2.909 -0.07
C -4.516 12.351 -5.584 -0.02
C -6.098 -1.767 -2.708 -0.01
C 9.192 10.580 1.924 0.01
C -8.914 1.870 7.074 0.00
C -7.402 -1.564 -3.132 -0.13
C -6.731 -1.943 -5.450 -0.08
C -1.427 -2.800 14.272 -0.02
C 3.766 -10.241 -9.518 -0.06
C 8.154 -0.968 -7.002 -0.08
C 1.795 -11.262 5.629 -0.08
C 1.420 0.429 1.020 -0.10
C -8.705 1.614 9.806 -0.09
C 9.355 -8.940 -1.782 -0.12
C 3.392 -11.394 7.401 -0.02
C -8.114 5.460 -2.762 0.01
C 9.935 -2.928 -7.807 -0.12
C 2.967 -9.285 6.267 0.00
C -7.288 4.918 -1.801 -0.09
C 7.084 10.206 0.159 -0.09
C -5.153 -2.067 -3.650 -0.06
C -5.022 11.567 -7.809 -0.07
C -7.686 -1.587 -4.509 0.02
C 8.123 11.043 -0.198 0.01
C 1.143 1.612 1.719 0.00
C 8.651 -2.834 -8.405 0.01
C -7.509 -5.154 5.831 0.02
C 0.527 0.958 -12.726 -0.01
C 2.123 -9.770 -7.323 0.00
C -9.918 1.999 9.240 -0.07
C 2.738 1.887 -12.377 0.01
C -3.847 10.871 -7.841 -0.09
C -2.652 8.209 5.560 -0.09
C 1.457 1.658 -1.028 -0.08
C 3.443 -11.288 -8.662 -0.07
C 3.659 -10.004 7.275 -0.10
C -1.691 9.204 5.381 -0.04
C 3.383 -8.938 -9.173 -0.02
C 2.618 -11.055 -7.570 -0.07
C -0.843 -2.884 13.025 -0.06
C -0.638 -1.683 12.340 -0.09
C 7.002 9.611 1.405 -0.06
C -7.593 1.337 9.066 -0.01
C 1.593 0.430 -0.419 0.00
C -6.071 4.393 -2.028 -0.09
C -5.519 4.563 -3.282 -0.05
C 9.394 -1.112 -6.380 -0.08
C -2.371 7.107 6.329 -0.09
C 9.070 -8.020 -2.867 0.02
C -7.712 1.376 7.668 -0.10
C 6.917 -7.766 -1.971 -0.13
C 1.361 1.778 -11.963 -0.11
C 3.186 1.173 -13.494 -0.08
C 2.100 -9.929 5.381 -0.07
C -6.333 5.108 -4.257 -0.03
C 0.978 0.213 -13.814 -0.06
C -6.283 -5.505 7.873 -0.02
C 7.729 -1.874 -7.941 -0.07
C -1.643 -1.601 14.953 -0.13
C -6.307 -5.313 5.093 -0.07
C -0.425 9.098 6.049 0.01
C 1.170 2.886 1.049 -0.06
C -7.524 -5.268 7.230 -0.14
C 2.535 -8.672 -8.113 -0.13
C -10.041 2.098 7.859 -0.07
C 9.209 11.262 0.697 -0.15
C 8.412 -9.238 -0.823 0.01
C -7.623 5.472 -4.058 -0.15
C 2.307 0.345 -14.142 -0.10
C -5.508 -2.166 -4.993 -0.10
C 8.096 9.757 2.309 -0.04
C -0.145 7.989 6.834 -0.14
C 2.414 -11.979 6.655 -0.08
C -0.993 -0.456 12.874 -0.06
C -1.131 6.961 6.927 0.01
C -3.446 11.480 -5.524 -0.12
C 7.095 -8.686 -0.991 -0.05
C -3.026 10.816 -6.726 0.01
C 1.462 2.867 -0.296 -0.08
C 10.267 -2.087 -6.738 -0.02
H -0.876 0.447 12.294 0.10
H 8.372 -3.491 -9.216 0.11
H 10.063 10.501 2.558 0.11
H -4.166 -5.708 5.276 0.11
H 2.758 -0.155 -14.986 0.11
H -1.669 0.495 14.752 0.11
H -4.472 4.408 -3.499 0.11
H 6.702 -1.858 -8.274 0.11
H 8.161 11.536 -1.158 0.12
H 1.488 3.822 -0.799 0.10
H 1.526 -9.570 -6.445 0.11
H 3.819 -8.128 -9.739 0.12
H 8.566 -9.924 -0.002 0.11
H -7.659 4.742 -0.803 0.11
H -5.525 3.889 -1.245 0.11
H -10.711 2.203 9.943 0.11
H -4.119 -2.137 -3.347 0.11
H -6.365 -5.153 4.026 0.11
H -3.144 6.353 6.369 0.11
H 2.233 -13.020 6.878 0.11
H -4.797 -2.391 -5.774 0.11
H 1.105 -11.738 4.948 0.10
H -0.336 -1.732 11.304 0.10
H 0.453 -0.480 -14.454 0.11
H -1.954 10.117 4.868 0.10
H -2.198 10.123 -6.754 0.11
H -6.241 -5.596 8.948 0.12
H 1.799 -0.447 -1.014 0.11
H 6.258 -8.793 -0.317 0.11
H 9.759 -7.931 -3.694 0.11
H -6.345 12.718 -6.771 0.11
H -8.433 -4.911 5.328 0.11
H 0.198 9.980 6.042 0.11
H 1.005 3.820 1.565 0.10
H 3.857 -12.260 -8.886 0.11
H -6.943 -2.000 -6.507 0.12
H -10.994 2.352 7.418 0.11
H -0.502 0.824 -12.426 0.11
H 3.466 2.273 -11.679 0.11
H -9.000 1.986 6.004 0.11
H 9.666 -0.453 -5.569 0.11
H 4.217 1.331 -13.773 0.11
H 7.980 9.245 3.252 0.10
H -4.769 12.934 -4.710 0.12
H -5.699 11.522 -8.649 0.11
H -5.794 -1.538 -1.697 0.12
H 1.558 -9.550 4.528 0.11
H -1.683 -3.705 14.804 0.12
H 4.416 -10.350 -10.373 0.11
H -4.259 -6.000 7.676 0.11
H 1.019 1.635 2.791 0.11
H 5.947 -7.292 -1.950 0.11
H 6.303 8.896 1.812 0.10
H -9.091 5.801 -2.453 0.12
H 7.515 -0.226 -6.547 0.11
H 11.194 -2.287 -6.221 0.12
H 1.683 1.732 -2.082 0.10
H -8.717 -1.476 -4.813 0.12
H 2.343 -11.793 -6.831 0.11
H -3.550 8.203 4.960 0.11
H -6.681 1.048 9.566 0.12
H -0.605 -3.805 12.514 0.11
H -8.787 1.439 10.868 0.11
H 3.938 -11.893 8.188 0.12
H -0.982 5.994 7.382 0.12
H 3.064 -8.226 6.076 0.11
H -6.018 5.109 -5.290 0.12
H 6.332 9.973 -0.580 0.11
H 7.553 -6.708 -3.708 0.11
H -3.463 10.369 -8.717 0.11
```

Spin multiplicity ... 1
Gap between HOMO and LUMO ... 9.193 eV
Energy ... -166389.783 eV
Highest occupied orbital energy ... -10.03 eV
LUMO energy ... -0.0309 Ha
Energy above the lowest of the compared OMol25 structures with the same formula, charge and spin ... 5.935 eV